(1)
C4H10NO | ωB97M-V/def2-TZVPD

Computed properties:
- highest occupied orbital energy (eV) = -13.93
- total charge = +1
- relative energy (zero: lowest compared OMol25 entry of this formula, charge and spin) (kcal/mol) = 69.4
- molar mass (g mol⁻¹) = 88.13
- max |F| (hartree/bohr) = 0.1235

Geometry (Å):
C1 0.1305 0.3978 1.9323
C2 -0.3233 -0.1649 0.5627
C3 -0.1795 -1.5075 0.2434
C4 -1.5921 1.6009 -0.7242
N1 -0.5726 0.6968 -0.5981
H1 -0.5474 1.2221 2.0630
H2 -0.0401 -0.3116 2.7067
H3 1.1323 0.8486 1.9305
H4 -0.0065 -1.9829 -0.7451
H5 -0.3923 -2.2252 1.1632
H6 -1.7132 1.9890 -1.6702
H7 -2.3418 1.7302 0.1184
H8 0.1846 0.8539 -1.3044
H9 1.8785 -1.4852 -2.5541
H10 2.5415 -0.9806 -1.2112
O1 1.8413 -0.6815 -1.9131

(2)
C4H10NO | ωB97M-V/def2-TZVPD

Computed properties:
- highest occupied orbital energy (eV) = -14.62
- total charge = +1
- relative energy (zero: lowest compared OMol25 entry of this formula, charge and spin) (kcal/mol) = 56.8
- molar mass (g mol⁻¹) = 88.13
- max |F| (hartree/bohr) = 0.0926

Geometry (Å):
C1 0.8840 0.3998 1.4694
C2 0.5366 1.4244 0.3925
C3 1.1498 2.5400 0.1312
C4 -0.5830 -0.5591 -0.6249
N1 -0.2691 0.7265 -0.5628
H1 1.0259 0.7563 2.5148
H2 1.8597 -0.1109 1.2294
H3 0.1416 -0.4461 1.6553
H4 1.0405 2.9731 -0.9516
H5 1.6642 3.0332 1.0389
H6 -1.3016 -0.8513 -1.3270
H7 -0.0468 -1.3339 -0.1595
H8 -0.6111 1.4138 -1.2397
H9 -1.2651 -3.8359 -1.4767
H10 -1.9131 -3.6314 0.0355
O1 -1.3294 -3.2354 -0.6986

(3)
C4H10NO | ωB97M-V/def2-TZVPD

Computed properties:
- highest occupied orbital energy (eV) = -13.67
- total charge = +1
- relative energy (zero: lowest compared OMol25 entry of this formula, charge and spin) (kcal/mol) = 71.2
- molar mass (g mol⁻¹) = 88.13
- max |F| (hartree/bohr) = 0.0874

Geometry (Å):
C1 1.3574 -0.2292 0.5571
C2 0.6608 0.8083 -0.2608
C3 1.0205 2.0966 -0.2128
C4 -0.7377 -0.7076 -1.5005
N1 -0.5120 0.4677 -1.0190
H1 0.9893 -0.1116 1.5929
H2 0.9938 -1.2550 0.4750
H3 2.4195 -0.0771 0.5375
H4 0.9252 2.7809 -1.0573
H5 1.1732 2.6596 0.7002
H6 -0.1369 -1.5464 -1.1841
H7 -1.7290 -0.8141 -1.9350
H8 -0.7148 1.3266 -1.5327
H9 -2.5659 -1.5061 1.3779
H10 -1.5008 -2.1142 2.1788
O1 -1.6428 -1.7784 1.2830

(4)
C4H10NO | ωB97M-V/def2-TZVPD

Computed properties:
- highest occupied orbital energy (eV) = -14.61
- total charge = +1
- relative energy (zero: lowest compared OMol25 entry of this formula, charge and spin) (kcal/mol) = 47.1
- molar mass (g mol⁻¹) = 88.13
- max |F| (hartree/bohr) = 0.0642

Geometry (Å):
C1 -0.8955 -2.0545 1.7087
C2 0.8662 0.6657 -0.8744
C3 2.0113 -0.2247 -0.5999
C4 -1.3539 1.7606 -0.4077
N1 -0.2358 0.8029 -0.1760
O1 0.0109 -1.6845 1.0089
H1 -0.9685 -3.1777 2.1002
H2 -1.9101 -1.4787 1.9406
H3 1.0632 1.2437 -1.8165
H4 1.9585 -0.9133 0.2368
H5 2.9965 0.2257 -0.7739
H6 1.9032 -0.9390 -1.4580
H7 -2.2477 1.1178 -0.3948
H8 -1.5270 2.4612 0.5126
H9 -1.1813 2.2302 -1.3279
H10 -0.4900 -0.0353 0.3215

(5)
C4H10NO | ωB97M-V/def2-TZVPD

Computed properties:
- highest occupied orbital energy (eV) = -14.15
- structure (SMILES) = CC(O)=[N+](C)C
- total charge = +1
- relative energy (zero: lowest compared OMol25 entry of this formula, charge and spin) (kcal/mol) = 58.1
- molar mass (g mol⁻¹) = 88.13
- max |F| (hartree/bohr) = 0.1709

Geometry (Å):
C1 -1.0565 -0.2111 0.1110
C2 -1.7042 0.9791 -0.3857
C3 1.0083 -1.6769 0.1680
C4 1.1880 0.6021 -0.8903
N1 0.4620 -0.4066 -0.2429
O1 -1.4698 -1.2092 0.7952
H1 -1.0379 1.7847 -0.2739
H2 -2.2531 0.8779 -1.3265
H3 -2.6098 1.0290 0.2851
H4 0.3184 -2.2832 0.8604
H5 1.9780 -1.4273 0.7755
H6 1.1520 -2.3420 -0.7735
H7 0.7546 1.5334 -0.5934
H8 1.1354 0.3964 -1.8783
H9 2.3177 0.7046 -0.5583
H10 -2.4244 -1.2033 1.1286

(6)
C4H10NO | ωB97M-V/def2-TZVPD

Computed properties:
- highest occupied orbital energy (eV) = -15.43
- structure (SMILES) = C=C(C)[NH2+]CO
- total charge = +1
- relative energy (zero: lowest compared OMol25 entry of this formula, charge and spin) (kcal/mol) = 77.6
- molar mass (g mol⁻¹) = 88.13
- max |F| (hartree/bohr) = 0.0980

Geometry (Å):
C1 -1.9297 1.0109 -0.2787
C2 -1.0731 0.0513 -0.0835
C3 -0.9133 -1.4093 0.0628
C4 1.5905 0.6409 -0.3654
N1 0.4860 0.6171 0.6447
O1 2.3142 -0.4922 -0.1352
H1 -1.5467 2.0787 -0.2790
H2 -2.8528 0.6817 -0.6552
H3 -0.5225 -1.5725 0.9671
H4 -0.1606 -1.9501 -0.5719
H5 -1.9723 -1.7097 -0.1818
H6 1.3464 0.4855 -1.4407
H7 2.1843 1.4266 -0.1087
H8 0.4654 1.5025 1.1400
H9 0.8227 -0.0893 1.3244
H10 1.7613 -1.2720 -0.0389

(7)
C4H10NO2 | ωB97M-V/def2-TZVPD

Computed properties:
- highest occupied orbital energy (eV) = -2.10
- total charge = -1
- relative energy (zero: lowest compared OMol25 entry of this formula, charge and spin) (kcal/mol) = 119.1
- molar mass (g mol⁻¹) = 104.13
- max |F| (hartree/bohr) = 0.0577

Geometry (Å):
C1 -1.1188 -0.7761 0.8600
C2 -0.6127 0.7509 -1.1415
C3 -0.4801 0.4927 0.3285
C4 1.0179 0.6388 0.8282
N1 2.1834 -1.0881 -0.0746
O1 3.3110 -0.3258 -0.3075
O2 1.8170 1.5283 0.4661
H1 -0.5395 -1.5194 0.4131
H2 -2.1266 -1.0695 0.5726
H3 -1.0256 -0.7952 1.9522
H4 -0.0158 1.6812 -1.3000
H5 -1.6731 0.8680 -1.2399
H6 -0.3169 -0.0925 -1.7528
H7 -1.0681 1.3495 0.8385
H8 1.2718 -0.1675 1.5839
H9 1.6491 -1.1299 -0.9708
H10 3.0252 0.5742 0.0488

(8)
C4H10NO2 | ωB97M-V/def2-TZVPD

Computed properties:
- highest occupied orbital energy (eV) = -2.29
- structure (SMILES) = [O-]CCCNCO
- total charge = -1
- relative energy (zero: lowest compared OMol25 entry of this formula, charge and spin) (kcal/mol) = 93.6
- molar mass (g mol⁻¹) = 104.13
- max |F| (hartree/bohr) = 0.1011

Geometry (Å):
C1 0.7485 -0.3914 0.2482
C2 1.3216 0.4186 -0.9152
C3 0.6239 1.8607 -1.0398
O1 1.2018 2.7001 -1.9425
N1 -0.7467 -0.6064 -0.0152
C4 -1.4234 -0.9799 1.1574
O2 -1.3107 -2.4402 1.3880
H1 1.3313 -1.2082 0.4815
H2 0.7049 0.1421 1.3173
H3 2.3334 0.5535 -0.6407
H4 1.1149 -0.1000 -1.8201
H5 -0.4867 1.6546 -1.3736
H6 0.5183 2.4139 -0.0286
H7 -1.2067 0.1588 -0.5424
H8 -2.5033 -0.8395 1.1380
H9 -1.0186 -0.3860 1.9635
H10 -1.2024 -2.9508 0.6241

(9)
C4H10NO2 | ωB97M-V/def2-TZVPD

Computed properties:
- highest occupied orbital energy (eV) = -13.94
- total charge = +1
- relative energy (zero: lowest compared OMol25 entry of this formula, charge and spin) (kcal/mol) = 88.6
- molar mass (g mol⁻¹) = 104.13
- max |F| (hartree/bohr) = 0.1381

Geometry (Å):
C1 1.2199 -0.0329 -0.5719
C2 0.6260 0.5543 0.4410
C3 2.6099 0.1908 -1.0976
C4 -1.2361 -0.1005 0.8663
N1 -1.9961 0.2312 -0.3674
O1 -1.1774 -1.4070 1.1095
O2 -1.6747 0.5596 1.8985
H1 0.7739 -0.8679 -1.1042
H2 0.9256 1.4086 0.9239
H3 3.0369 -0.8082 -0.8252
H4 2.6574 0.2718 -2.1571
H5 3.2074 0.9438 -0.4528
H6 -2.6810 -0.5978 -0.4903
H7 -2.5031 1.0445 -0.0501
H8 -1.3876 0.4207 -1.2183
H9 -0.5677 -1.7733 0.4374
H10 -1.8331 -0.0376 2.6583

(10)
C4H10NO2P | ωB97M-V/def2-TZVPD

Computed properties:
- highest occupied orbital energy (alpha / beta) (eV) = -8.91 / -7.50
- relative energy (zero: lowest compared OMol25 entry of this formula, charge and spin) (kcal/mol) = 128.4
- molar mass (g mol⁻¹) = 135.10
- max |F| (hartree/bohr) = 0.1130

Geometry (Å):
C1 1.3036 0.9036 0.5190
C2 0.4675 0.0019 -0.2016
C3 1.3096 -0.1470 -1.5595
C4 0.4235 -1.5009 0.3802
N1 -2.7742 -0.3868 0.6860
O1 -0.9660 1.0625 1.9291
O2 -0.7379 0.6198 -0.5843
P1 -1.7895 0.8807 0.6808
H1 2.3528 0.8003 0.8095
H2 0.9793 1.8579 0.6258
H3 2.0930 -0.7910 -1.3078
H4 1.4658 0.8045 -1.8591
H5 0.8131 -0.6956 -2.2428
H6 0.1674 -2.2195 -0.2773
H7 -0.3896 -1.3946 1.1229
H8 1.3327 -1.7151 0.7843
H9 -3.6963 -0.1326 0.3591
H10 -2.3548 2.0517 0.1359

(11)
C4H10NO2PS | ωB97M-V/def2-TZVPD

Computed properties:
- highest occupied orbital energy (alpha / beta) (eV) = -4.98 / -9.78
- relative energy (zero: lowest compared OMol25 entry of this formula, charge and spin) (kcal/mol) = 5.9
- spin multiplicity = 3
- molar mass (g mol⁻¹) = 167.17
- max |F| (hartree/bohr) = 0.1034

Geometry (Å):
C1 0.7233 -0.0156 -0.0697
C2 -1.4704 0.9826 0.5610
C3 -1.3373 -1.2137 -0.6764
C4 -0.6919 -0.3169 0.3862
N1 1.6632 -0.9303 0.2374
O1 1.0405 0.9689 -0.7134
O2 4.1455 -1.3644 0.6198
P1 3.4033 1.4638 0.0809
S1 3.3046 -0.6953 -0.3572
H1 -1.4414 1.5555 -0.3624
H2 -2.5054 0.7708 0.8167
H3 -1.0290 1.5868 1.3499
H4 -1.3478 -0.7025 -1.6359
H5 -0.7893 -2.1469 -0.7865
H6 -2.3618 -1.4438 -0.3949
H7 -0.6509 -0.8579 1.3376
H8 1.4760 -1.7493 0.7953
H9 4.8001 1.3423 0.1340
H10 3.4214 1.7584 -1.2732

(12)
C4H10NO2S | ωB97M-V/def2-TZVPD

Computed properties:
- highest occupied orbital energy (eV) = -2.87
- total charge = -1
- relative energy (zero: lowest compared OMol25 entry of this formula, charge and spin) (kcal/mol) = 51.0
- molar mass (g mol⁻¹) = 136.20
- max |F| (hartree/bohr) = 0.0339

Geometry (Å):
C1 0.5990 -1.7117 1.5191
N1 0.7501 -0.2420 1.2960
C2 -0.0401 0.2925 0.1386
C3 -1.5118 -0.0423 0.1752
S1 -1.8802 -1.5365 -0.9034
C4 0.5747 -0.2763 -1.1312
O1 0.6384 0.3528 -2.1626
H1 1.3817 -2.2193 0.9506
H2 -0.3919 -2.0897 1.2355
H3 0.8093 -1.8656 2.5816
H4 0.2524 0.1263 2.0949
H5 0.1950 1.3635 0.1098
H6 -2.1682 0.7532 -0.1440
H7 -1.8420 -0.4052 1.1478
H8 1.1038 -1.2302 -1.0128
H9 -0.2830 2.8751 -2.0034
H10 1.2332 2.5921 -2.0540
O2 0.5797 3.2636 -1.8377

(13)
C4H10NO2S | ωB97M-V/def2-TZVPD

Computed properties:
- highest occupied orbital energy (eV) = -3.23
- total charge = -1
- relative energy (zero: lowest compared OMol25 entry of this formula, charge and spin) (kcal/mol) = 16.8
- molar mass (g mol⁻¹) = 136.20
- max |F| (hartree/bohr) = 0.0126

Geometry (Å):
O1 -0.6374 -2.3517 2.0021
C1 -0.7470 -1.7591 0.9443
N1 -0.0301 -0.6944 0.5730
C2 -0.2103 0.1584 -0.6019
C3 -0.3620 1.5971 -0.1054
S1 1.1664 2.2988 0.5835
C4 -1.3796 -0.2218 -1.5488
H1 -1.4816 -2.0546 0.1838
H2 0.6812 -0.3427 1.2066
H3 0.7202 0.1395 -1.1627
H4 -1.1907 1.5846 0.5989
H5 -0.7095 2.2424 -0.9146
H6 -1.7569 -1.2315 -1.4587
H7 -2.1799 0.5227 -1.4552
H8 -1.0013 -0.1998 -2.5663
H9 2.7474 0.7221 1.6446
H10 3.1226 -0.3093 0.5682
O2 3.2486 -0.1007 1.5087

(14)
C4H10NO2S | ωB97M-V/def2-TZVPD

Computed properties:
- highest occupied orbital energy (eV) = -3.05
- total charge = -1
- relative energy (zero: lowest compared OMol25 entry of this formula, charge and spin) (kcal/mol) = 73.9
- molar mass (g mol⁻¹) = 136.20
- max |F| (hartree/bohr) = 0.0510

Geometry (Å):
C1 0.8278 1.0306 0.3429
N1 -0.5705 1.1530 -0.0707
C2 -0.8739 0.0136 -0.9873
C3 -2.3453 -0.1351 -1.4063
S1 -2.7903 -1.5365 -0.2215
C4 -0.3807 -1.4395 -0.7180
O1 0.3007 -1.7915 0.2391
H1 0.9603 0.1483 0.9489
H2 1.1011 1.9211 0.9712
H3 1.5259 1.1662 -0.5011
H4 -1.1008 1.2223 0.7894
H5 0.0060 0.3177 -1.6941
H6 -2.5813 -0.5635 -2.3438
H7 -3.0204 0.6758 -1.2787
H8 -0.4625 -2.0814 -1.6477
H9 2.5616 -0.2574 2.9714
H10 3.3167 0.2245 1.8499
O2 3.5256 -0.0682 2.7564

(15)
C4H10NO2S | ωB97M-V/def2-TZVPD

Computed properties:
- highest occupied orbital energy (eV) = -2.65
- total charge = -1
- relative energy (zero: lowest compared OMol25 entry of this formula, charge and spin) (kcal/mol) = 80.3
- molar mass (g mol⁻¹) = 136.20
- max |F| (hartree/bohr) = 0.1085

Geometry (Å):
C1 -0.8056 0.3709 -0.8069
C2 -0.1100 0.4334 -2.0830
S1 -0.0784 2.2841 -2.3408
C3 -1.2460 -0.9591 -0.2812
N1 -0.5820 -1.3932 0.9275
C4 -0.2305 -0.4137 1.9747
O1 -2.1714 -1.6845 -0.4010
H1 -0.0929 0.9102 -0.0800
H2 -1.6957 1.1782 -0.6027
H3 1.0031 0.0259 -2.0342
H4 -0.7010 0.1577 -2.9202
H5 -0.9582 -2.3363 1.2684
H6 0.8366 -0.4949 2.2464
H7 -0.7492 -0.8164 2.9209
H8 -0.5591 0.6461 1.7555
H9 2.2280 0.5513 -0.4709
H10 2.8755 0.5965 0.8935
O2 3.0369 0.9438 0.0340

(16)
C4H10NO2S | ωB97M-V/def2-TZVPD

Computed properties:
- highest occupied orbital energy (alpha / beta) (eV) = -9.78 / -9.57
- relative energy (zero: lowest compared OMol25 entry of this formula, charge and spin) (kcal/mol) = 13.1
- spin multiplicity = 2
- molar mass (g mol⁻¹) = 136.20
- max |F| (hartree/bohr) = 0.0448

Geometry (Å):
C1 -1.0239 0.3561 -0.7015
N1 -1.1348 -0.5061 0.4742
C2 -1.9614 -0.2490 1.5043
O1 -1.9730 -0.8842 2.5413
C3 0.0138 1.4644 -0.5083
C4 1.4877 1.0092 -0.6281
S1 1.9277 0.0630 -2.0355
H1 -0.8194 -0.2541 -1.5643
H2 -1.9627 0.8534 -0.8174
H3 -0.5109 -1.2953 0.5454
H4 -2.6352 0.6167 1.3891
H5 -0.1315 2.1124 -1.3808
H6 -0.2309 2.1505 0.3024
H7 2.1700 1.8464 -0.4458
H8 1.7312 0.5094 0.3181
H9 1.6745 -2.3916 -0.4192
H10 1.7070 -2.4098 1.0943
O2 1.6717 -2.9917 0.3319

(17)
C4H10NO2S | ωB97M-V/def2-TZVPD

Computed properties:
- highest occupied orbital energy (alpha / beta) (eV) = -12.44 / -12.45
- total charge = +1
- relative energy (zero: lowest compared OMol25 entry of this formula, charge and spin) (kcal/mol) = 142.0
- molar mass (g mol⁻¹) = 136.20
- max |F| (hartree/bohr) = 0.1197

Geometry (Å):
C1 0.2672 1.7594 -2.2057
C2 1.2648 0.4612 -0.1707
C3 -1.4033 -0.5502 1.9209
C4 -0.4761 -0.9632 0.8355
N1 1.5310 -0.4264 -1.1070
O1 -0.9153 2.0525 -1.7322
O2 0.3599 0.2957 0.7024
S1 0.3990 -2.5429 1.0239
H1 0.9886 2.5806 -2.3294
H2 -2.0115 -1.2708 2.2726
H3 -0.7490 -0.0789 2.6793
H4 -2.1195 0.2825 1.5780
H5 -1.0689 -0.9525 -0.0519
H6 2.4535 -0.6464 -1.3601
H7 1.2058 -1.4668 -0.9526
H8 0.6245 0.8669 -1.9217
H9 -0.9632 3.0867 -1.6612
H10 0.6125 -2.4875 2.4800

(18)
C4H10NO3 | ωB97M-V/def2-TZVPD

Computed properties:
- highest occupied orbital energy (eV) = -3.43
- total charge = -1
- relative energy (zero: lowest compared OMol25 entry of this formula, charge and spin) (kcal/mol) = 74.2
- molar mass (g mol⁻¹) = 120.13
- max |F| (hartree/bohr) = 0.0735

Geometry (Å):
O1 -0.7942 2.1843 -1.8011
C1 -1.0027 1.1735 -1.1357
O2 -0.8201 -0.0654 -1.6741
C2 -2.0802 1.0805 0.0420
H1 -0.5809 0.3294 -2.4761
H2 -2.8784 0.3359 -0.1733
H3 -2.6012 2.0588 0.0531
H4 -1.4279 0.9340 0.9230
C3 0.8338 -1.9630 0.7137
N1 1.7818 -0.9203 1.1698
C4 1.5949 0.2714 0.2928
O3 0.4390 0.9632 0.4284
H5 -0.1320 -1.3885 0.5692
H6 0.7020 -2.7108 1.4841
H7 1.1310 -2.4659 -0.2632
H8 1.5744 -0.6727 2.1525
H9 1.8002 -0.0864 -0.7719
H10 2.4605 0.9421 0.4668

(19)
C4H10NO3 | ωB97M-V/def2-TZVPD

Computed properties:
- highest occupied orbital energy (eV) = -3.86
- total charge = -1
- relative energy (zero: lowest compared OMol25 entry of this formula, charge and spin) (kcal/mol) = 167.6
- molar mass (g mol⁻¹) = 120.13
- max |F| (hartree/bohr) = 0.1290

Geometry (Å):
C1 3.7121 0.7963 -0.6028
C2 3.0993 -0.2122 0.4171
N1 1.6183 -0.2004 0.5266
C3 1.7401 -0.8963 -0.6977
C4 -3.0896 0.4972 -0.1046
O1 -2.4884 -0.2796 -0.9595
O2 -4.2788 0.8949 -0.1108
H1 4.8236 1.1107 -0.3418
H2 3.0512 1.6822 -0.6349
H3 3.8137 0.3640 -1.6114
H4 3.6350 -1.2274 0.2755
H5 3.5792 0.2674 1.2563
H6 1.6134 -2.0992 -0.5253
H7 1.4044 -0.5543 -1.6889
H8 -2.4778 1.2846 0.3828
H9 -0.1031 -0.4189 1.1163
H10 -1.4151 -0.6235 0.6193
O3 -0.9857 -0.5519 1.4945

(20)
C4H10NO3 | ωB97M-V/def2-TZVPD

Computed properties:
- highest occupied orbital energy (eV) = -3.98
- total charge = -1
- relative energy (zero: lowest compared OMol25 entry of this formula, charge and spin) (kcal/mol) = 27.8
- molar mass (g mol⁻¹) = 120.13
- max |F| (hartree/bohr) = 0.0393

Geometry (Å):
C1 0.1610 0.5676 1.3313
N1 0.9708 0.7128 0.1386
C2 2.0502 -0.2540 0.1273
C3 0.2072 0.6876 -1.1103
C4 -0.5465 -0.6098 -1.4873
O1 -0.7116 -0.7771 -2.7154
O2 -0.9907 -1.3343 -0.5593
H1 0.0600 -0.4700 1.6618
H2 -0.7579 1.1389 1.3003
H3 0.7230 1.0225 2.1795
H4 2.4910 -0.2830 -0.8626
H5 1.6792 -1.2567 0.3756
H6 2.7672 -0.0303 0.9053
H7 -0.4580 1.5524 -1.1537
H8 0.9063 0.8593 -1.9341
H9 -3.0799 -0.1907 -0.0342
H10 -2.3282 -0.9340 0.9320
O3 -3.1431 -0.4013 0.9052